{
  "formula": "C60H141F3N7O10",
  "method": "wB97M-V/def2-TZVPD",
  "symbols": ["N", "O", "H", "H", "H", "C", "C", "H", "H", "H", "N", "H", "H", "H", "O", "H", "H", "H", "C", "H", "H", "H", "H", "H", "H", "H", "C", "H", "H", "H", "H", "H", "N", "C", "H", "H", "C", "H", "H", "H", "H", "H", "C", "H", "H", "H", "C", "H", "C", "H", "C", "C", "C", "H", "C", "H", "H", "H", "H", "H", "H", "H", "H", "H", "H", "H", "C", "O", "H", "C", "H", "H", "C", "H", "H", "C", "C", "H", "C", "N", "C", "O", "C", "H", "H", "H", "H", "H", "H", "H", "H", "C", "C", "C", "H", "H", "H", "H", "C", "H", "C", "H", "C", "C", "H", "H", "C", "F", "C", "C", "H", "C", "H", "O", "H", "H", "H", "H", "H", "H", "C", "C", "C", "H", "H", "H", "C", "H", "H", "H", "C", "H", "C", "H", "F", "H", "H", "H", "H", "C", "H", "C", "H", "C", "H", "C", "H", "C", "H", "H", "H", "H", "H", "H", "H", "N", "H", "O", "H", "C", "C", "O", "H", "C", "H", "H", "H", "C", "H", "H", "H", "C", "H", "H", "H", "C", "H", "C", "N", "H", "H", "H", "H", "H", "H", "C", "H", "H", "C", "H", "H", "H", "H", "C", "H", "H", "C", "H", "H", "O", "C", "C", "H", "H", "O", "H", "C", "F", "H", "C", "N", "C", "H", "H", "C", "H", "H", "H", "O", "H", "H"],
  "positions_angstrom": [[5.038922, 0.053984, -2.944470], [3.117663, -3.117062, -4.864784], [4.488677, -3.079557, 7.357735], [5.384887, -2.277611, 8.624297], [-3.798900, 9.476716, 1.469801], [-1.323359, -0.419116, -0.547226], [-3.099705, 0.798432, -4.236539], [-4.944935, 8.813868, 0.387638], [2.215843, -2.516244, 5.140597], [1.668628, -4.372704, -0.383988], [-1.946646, -1.151097, -5.460505], [0.101710, 0.368417, 3.762291], [0.647714, 3.229846, 2.551999], [-3.618922, -0.171666, -6.489455], [2.935790, -0.936162, 3.887839], [-4.027447, 1.778896, -0.216137], [0.204758, -3.626245, -4.099490], [-2.546959, -1.193538, -3.481533], [2.667141, -4.618430, -2.204022], [-0.708810, 4.635538, 0.849247], [6.416035, -1.413104, -2.429262], [-3.067085, -9.401349, -1.451739], [-0.398345, 1.984628, 1.714917], [5.320710, 2.445693, 6.870123], [1.779766, -0.210759, -3.891371], [1.786219, 7.657103, 2.464157], [-4.413824, 10.801826, -0.103731], [7.126629, -1.699886, 0.767729], [-4.063621, -7.183739, 0.036377], [-2.719493, 3.515755, -4.482913], [3.489748, -4.248831, -0.271278], [5.315883, 0.724700, 8.238155], [-1.559500, 6.462099, 0.123323], [2.709959, -0.630880, -3.506134], [-5.228572, 11.214181, 0.486624], [3.344996, 0.587634, -1.839425], [0.372750, 2.178614, 2.465232], [-0.298170, 6.284306, -1.578792], [-2.274970, 4.652132, 5.853324], [-5.653969, 2.380706, -0.309118], [-0.523122, -8.077209, -0.044220], [-2.704512, 4.991325, -2.491867], [-0.152609, -2.639945, -4.409201], [-1.117286, 0.478307, -6.490737], [-1.617291, -7.425083, 1.231350], [-4.357638, -5.037940, 1.288495], [5.682457, 1.858186, 6.025390], [-0.895812, -5.423562, 0.248001], [5.189457, 1.104977, -5.271809], [1.254937, 1.795984, 1.940271], [-5.409805, 0.481210, -1.222062], [5.410467, -2.533995, 7.564359], [-3.379636, -5.364983, 0.934464], [-5.542690, -9.914743, -1.754399], [-2.877128, 8.670247, -0.235520], [-3.475977, 4.149425, -0.434192], [-2.545754, 1.924488, 2.858707], [6.661268, 1.436762, 6.252975], [-2.399938, -1.096712, -8.260117], [-3.138803, 1.312306, -3.269874], [3.212233, -1.186541, -4.299913], [-4.709263, -1.317593, 0.764067], [5.457936, -1.027682, -4.819122], [6.860256, -0.048672, 1.309846], [-1.955808, 9.245695, -0.159675], [-0.381713, 6.304435, 2.668325], [-2.844948, 7.253192, 0.342406], [-1.872250, 0.706698, -0.401184], [-2.865920, -9.166873, -3.181360], [-2.992130, -1.800819, -7.674209], [-3.183285, 8.537354, -1.278020], [-0.334958, 1.224648, 6.331869], [-1.367026, 6.256996, -1.352185], [-3.273406, -0.490490, 2.705394], [-2.509420, -2.776139, -7.647531], [-3.181266, -8.664990, -2.258434], [-1.397000, -4.608559, -1.758646], [-4.087416, 0.375906, -4.458168], [2.594583, -4.001252, -0.838647], [4.443108, -0.354359, 6.610270], [3.807394, -4.126055, -4.276428], [-2.606264, 1.623049, -5.254131], [-3.246923, 2.907998, -5.228190], [-4.803640, -1.323278, -2.119555], [-3.978393, -5.927242, -1.128135], [4.092553, -0.517279, 8.682407], [3.920967, -2.462224, 4.909893], [3.558113, -0.995989, 1.860975], [-2.813244, -4.463250, 0.687343], [1.946581, -1.672453, 2.265882], [-2.134621, -8.788930, 0.241104], [5.617860, -0.043799, -4.380336], [5.341339, -1.305150, -2.300656], [4.365115, 0.273661, 7.985893], [-0.398739, -1.098063, -6.971042], [-0.169062, 8.090967, 0.179650], [-1.165482, 4.374052, -2.414257], [-5.254007, 0.972473, 0.809478], [-2.393402, 4.250823, -0.497415], [-1.752269, 3.666782, 3.759494], [-4.038766, 9.430350, 0.398575], [-5.049125, -9.846775, -3.474063], [5.302173, -4.142639, -4.628089], [-4.244079, 3.460492, 6.993148], [-0.650061, -3.848458, -1.527320], [3.747943, 1.178146, 5.312307], [-1.107949, -5.750897, -0.762602], [5.500261, -4.533029, -5.880138], [-0.329186, 7.304259, 2.230421], [3.575940, 0.449191, -2.895311], [-1.388987, -3.040328, -6.071000], [-5.411827, -9.266324, -2.623650], [7.331820, -0.335311, -0.369052], [3.715618, -3.983184, -2.866516], [-2.124216, 1.155654, 6.219499], [-3.091467, 3.447204, -6.158305], [5.188525, -2.588383, -0.661208], [5.163372, 0.299008, 4.714023], [-1.297589, -4.932028, -2.790291], [6.878535, 0.956872, -2.212601], [-2.423047, 1.207993, 3.674436], [0.834913, 8.163699, 2.643637], [5.806791, 1.134910, -2.269133], [-2.348967, -4.110596, -1.573176], [3.577517, 1.393337, -3.434425], [5.842646, 2.623498, 5.265704], [6.747204, -0.723935, 0.463416], [-1.640435, -0.263070, 2.285076], [-3.341576, 1.371394, 4.235645], [0.492840, 6.457945, 0.542522], [-3.473398, -6.310203, -0.244496], [-6.385637, -8.885225, -2.920369], [4.707061, 0.752586, 5.590687], [-1.685551, 7.111745, -1.946628], [5.912549, -2.933352, -4.438320], [-2.126487, -0.964371, 3.905008], [5.752320, -1.772604, 5.614260], [0.834222, 8.364349, 3.714214], [3.431795, -5.088203, -4.665025], [-5.157216, -1.754212, -0.123232], [-3.617793, 11.550487, -0.051169], [0.177827, 1.454064, 3.781932], [0.655074, -0.422863, -1.440917], [-1.495523, -2.589059, -5.088669], [1.681201, -4.561641, -2.683527], [0.176791, -0.561624, -0.471375], [5.256947, 2.056802, -4.747494], [-1.549747, -7.873172, 0.243551], [-0.266660, -6.285876, -1.203434], [5.391694, 1.232200, -1.269332], [-2.083522, 3.207586, -0.359043], [4.145203, 0.948494, -5.566708], [-3.613498, -0.819850, -1.154798], [3.492045, 0.923140, 7.959341], [-2.640664, -6.656439, -2.730201], [-1.197738, 1.712454, 4.439834], [2.446955, -2.922130, -0.917840], [5.348508, -0.661071, 0.144461], [3.816316, -1.515541, -0.703035], [-1.357759, 3.209820, 4.665462], [4.892677, -1.554694, -0.864939], [-2.012033, -1.447013, -0.837407], [0.676994, -2.274524, -5.012221], [-0.340775, 7.147401, 0.688269], [0.774313, 9.105565, 2.100904], [6.264896, -3.204172, 7.481007], [0.416002, -1.594303, -0.209763], [-2.257633, -7.479106, -2.129432], [-5.036306, 2.721107, 7.080777], [-1.591401, 3.342055, 6.811670], [-1.234163, -7.706566, -2.422372], [5.578231, -1.366088, 6.609138], [-2.207984, 5.086363, 1.618512], [-1.245101, 7.835249, 2.510600], [2.443766, -1.352875, -2.732928], [2.976153, -1.545287, 2.606481], [0.891800, 1.759968, 4.542979], [-1.887261, 4.880040, -1.774103], [-4.662851, -0.840243, -1.229531], [6.686307, 0.010197, -4.170872], [2.833676, -1.565638, 7.134978], [-4.532399, 4.480054, 6.735398], [-4.767762, -2.759856, -0.261721], [4.831378, -2.062471, -2.903991], [-4.293193, 2.868387, -4.928375], [-2.158991, -0.407715, -4.128174], [6.475698, -0.800649, 6.860135], [-2.907829, -5.760235, 1.835681], [3.100070, -0.985115, 6.248969], [-3.909596, -1.962592, -8.237635], [-2.980309, 7.274083, 1.423841], [2.788863, -5.696418, -2.024019], [5.625492, 1.207769, -6.264061], [3.043027, -1.812415, 4.982885], [2.329245, -0.213496, 6.269507], [-1.210317, -0.041234, -3.745116], [-2.158243, 3.562097, 5.901040], [-3.623872, 6.671113, -0.147020], [-0.365234, 3.641114, 4.801811], [-4.505310, -8.222808, -2.250890], [-2.312248, -0.212041, 3.142611], [-1.716802, 4.998056, 0.650875], [-2.278829, -2.996206, -4.452699], [-6.240079, -1.841854, -0.098346], [-6.248240, 0.656227, -2.038371], [-3.925557, -1.682940, -5.693828], [-3.190995, -1.153382, -6.307017], [5.958917, -5.008471, -3.812970], [-1.217045, -0.167096, 5.519894], [-1.182906, 0.892436, 5.741423], [-2.151542, -6.882563, -0.718786], [-0.761957, -0.490243, -6.149248], [0.527374, 0.123111, 0.299181], [-0.024404, -0.245107, -5.393863], [-5.074548, 1.478410, -0.139426], [3.527606, -2.491374, 2.575904], [5.731492, 2.116283, -2.736696], [-0.163924, -2.242464, -3.385961], [-3.409007, 2.923425, 5.962072], [-3.778389, 3.502210, 7.983854], [-4.651035, 10.808063, -1.169848]],
  "forces_ev_per_a": [[0.5539, -0.0576, -0.3691], [0.8400, -0.6713, 0.2342], [0.1789, -0.2437, -0.0824], [0.0044, 0.2977, -0.0963], [-0.0814, 0.2880, 0.0325], [-1.3394, 0.3746, -0.8646], [0.3424, -1.2815, -0.2236], [0.0873, -0.1584, -0.2588], [-0.3426, 0.2295, -0.4849], [0.2880, -0.1890, 0.5085], [1.6281, 0.8619, 0.9737], [0.9291, -0.0453, -0.6848], [-0.5921, 0.1268, 0.2862], [0.6373, 0.3085, 0.3726], [0.2255, 0.0949, -0.0219], [0.1747, -0.5025, 0.1530], [-0.5162, -0.4772, -0.9342], [-0.0736, 0.3747, 0.4177], [-0.0141, -0.3597, 0.3069], [0.0761, -0.0108, -0.2896], [0.0139, -0.1975, 0.1201], [0.3551, -0.0309, -0.1009], [-0.3783, 0.2698, 0.2972], [0.0656, -0.2359, 0.1425], [0.0103, 0.1285, -0.0452], [0.0461, 0.2235, -0.3108], [0.6865, 0.7081, -0.6585], [-0.3334, -0.2607, -0.2234], [-0.0667, 0.0296, -0.0432], [-0.1129, -0.0156, 0.1726], [-0.1698, 0.0946, 0.2315], [-0.1679, 0.1631, 0.0574], [0.0100, -0.4466, -0.5381], [-0.1113, 0.4148, 0.3588], [-0.1915, -0.1446, -0.1872], [0.0468, 0.2880, -0.0035], [0.7759, -0.5771, -0.7050], [0.1244, -0.1264, 0.5543], [-0.0355, 0.0468, 0.1585], [-0.4978, -0.2934, 0.2323], [-0.0058, 0.0193, 0.0125], [-0.2458, 0.1767, 0.2887], [0.6187, -0.1259, 1.1794], [-0.0668, -0.1419, -0.3556], [0.2585, -0.1136, 0.0358], [-0.1895, -0.2084, -0.3634], [-0.1781, -0.0570, 0.5696], [-0.0574, -0.0401, 0.0061], [-1.4069, -0.0332, -0.0441], [0.1220, -0.3648, 0.4107], [-0.1323, 0.9688, -0.0253], [-0.4007, 0.0466, 0.4494], [0.4359, 0.7642, 0.1761], [-0.0813, -0.2174, -0.1594], [-0.9332, -0.2801, -0.9255], [-0.0739, 0.7783, 0.0584], [0.2141, -0.2853, -0.3053], [0.0291, 0.1234, 0.1233], [0.1099, -0.3023, -0.2335], [0.0917, -0.0245, 0.0991], [-0.1881, -0.2870, -0.0887], [-0.3704, -0.2837, 0.3192], [-0.5456, 0.2342, 0.2428], [0.1572, 0.0410, -0.0406], [0.0613, -0.1380, -0.0017], [0.2574, 0.0817, 0.2402], [0.5180, 0.1292, 0.4031], [0.6153, 0.0373, 0.3241], [-0.3696, -0.0236, -0.1205], [0.4719, 0.1663, -0.0682], [0.6172, 0.3449, -0.2238], [0.0485, -0.2833, 0.0942], [1.5729, 0.2198, -1.1345], [-0.1359, 0.1874, 0.1767], [0.1010, 0.0982, 0.0106], [0.1922, -0.2500, 0.3669], [-0.0662, -0.1203, 1.2254], [-0.2998, 0.5937, -0.0783], [-0.9850, 0.1982, 0.0532], [0.0410, 0.4969, -0.5372], [-1.7921, 1.8336, -2.3185], [-0.7715, 0.5240, 0.0281], [0.8563, 0.5221, 0.5881], [-0.5600, 0.4004, -0.1158], [0.1190, 0.3583, 0.1009], [0.3224, 0.0065, 0.0784], [0.0782, 0.1018, -0.1574], [-0.2568, 0.7787, 0.3865], [-0.1360, 0.0756, -0.0554], [0.0819, -0.2626, -0.2172], [0.0357, 0.0302, -0.0105], [0.7473, 0.2703, -0.1934], [-0.5646, 0.4519, 0.0091], [-1.1228, -1.1061, -0.4029], [0.1194, -0.0813, 0.1508], [-0.1028, -0.0668, -0.1033], [0.4058, -0.3892, 0.7883], [-0.0215, 0.4597, 0.2346], [0.5421, -1.7638, 1.1322], [-0.2394, -0.3246, -0.0353], [-0.1556, -0.4290, 1.5257], [0.2451, 0.0251, 0.0707], [0.0906, -0.6533, 0.7477], [-0.0158, -0.3441, 0.2937], [0.0798, 0.0323, -0.2775], [-0.0849, -0.1228, 0.0535], [-0.1653, -0.5883, -1.9664], [0.0657, 0.3244, 0.1109], [-1.6016, 0.4893, -1.0142], [0.6505, -0.5274, -0.2957], [-0.3817, -0.5551, 0.2544], [-0.1499, -0.4910, 0.2818], [0.2280, -0.1176, 0.0164], [0.3253, -0.7733, 1.0430], [0.1585, -0.1239, 0.3174], [-0.2298, -0.4576, -0.2833], [0.1383, -0.0020, 0.0376], [-0.4117, -0.3360, -0.0689], [-0.0307, 0.0429, 0.0028], [-0.1110, -0.5706, -0.0567], [0.1794, 0.4309, -1.1346], [0.5380, -0.3834, 0.3852], [-0.0081, 0.6291, 0.9214], [-0.0927, -0.1027, -0.1419], [-0.4229, 0.0587, 0.1719], [-0.1698, -0.4329, -0.4471], [-0.4216, 0.6499, -0.0142], [0.3374, -0.1842, 0.2789], [0.4855, -0.0736, 0.7580], [0.0299, 0.1700, -0.8035], [-0.4088, -1.3752, 0.3676], [0.1479, 0.4821, 0.2206], [1.0456, 0.7356, -0.3214], [-0.7175, -0.0642, 0.3746], [0.0567, -0.5698, -0.4782], [0.2557, -0.0096, -0.0725], [-0.3566, 0.3787, -0.1946], [-0.2201, 0.1396, -0.0387], [0.1229, -0.4821, 0.6757], [0.5994, 0.2320, -0.0570], [0.2363, -0.2684, 0.3350], [-1.6880, -0.1543, 0.0763], [-0.0789, 0.4804, 0.0009], [0.2420, 0.5229, -0.6573], [0.1258, 0.5114, -0.4982], [-0.1976, -0.6116, 0.5026], [0.1126, 0.1213, -0.2499], [-0.9361, 0.0715, 0.0243], [0.4546, 0.2287, 0.5385], [0.2196, -0.0381, 0.1013], [0.1819, -0.0249, -0.3822], [-0.1246, 0.1288, 0.3206], [0.8295, 0.2327, 0.6715], [0.4110, 0.5576, 0.0980], [0.0186, -0.1804, -0.2216], [-0.1685, -0.2502, 0.6773], [0.2177, -0.0164, 0.0115], [0.5635, -0.4136, 0.1956], [-0.0607, -0.0159, -0.6102], [0.0963, -0.4475, 0.5949], [0.0907, 0.5283, 0.2939], [-0.0379, -0.1837, -0.0643], [0.0235, 0.0880, 0.2126], [0.4411, -0.8079, 1.4290], [0.2967, 0.0601, 0.1126], [-0.0719, -0.0296, -0.3144], [0.0355, 0.0574, 0.2135], [-0.1997, 0.5296, 0.8918], [-0.4456, 0.5581, -0.1042], [0.1261, 0.0362, -0.0032], [-0.0347, -0.1677, -0.0267], [0.5831, -0.1469, 0.3093], [-0.3784, -0.2326, -0.1653], [0.0042, -0.1283, 0.2236], [0.0467, -0.2243, -0.2121], [0.1451, -0.5443, -0.5607], [0.1029, -0.0564, -0.0811], [-1.1038, 0.9714, -0.9710], [-0.6877, -0.9187, -0.0937], [0.0796, -0.0505, -0.2039], [0.1699, -0.4499, -0.2646], [-0.4491, -0.1719, -0.0620], [0.2964, 0.1555, -0.1641], [0.1417, 0.3084, 0.1496], [-0.1309, -0.2250, -0.3551], [-0.5047, 0.1110, -0.4753], [-0.0627, 0.0926, 0.0254], [0.0506, -0.4071, -0.2127], [0.1974, -0.2122, 1.3440], [-0.2618, 0.2653, 0.3804], [-0.2283, -0.0922, -0.0432], [0.5528, -0.0959, -0.4616], [0.8732, -0.3682, 0.3782], [0.3664, -0.0193, 0.5681], [0.3009, 0.3214, -0.3932], [0.1865, -0.4289, -0.1295], [-0.2917, 0.4544, 0.1729], [-0.1207, -0.0922, 0.2765], [0.0763, -0.1437, 0.0815], [-0.3060, 0.3908, -0.8371], [-0.3387, 0.2536, -0.4718], [-0.1392, 1.7124, -0.2953], [-0.1989, -0.2330, -0.3788], [-0.0283, 0.4753, -0.0330], [0.1923, -0.5463, -0.3828], [-0.0190, -0.1929, -0.1069], [-0.8427, -1.1866, -0.2366], [0.0743, 0.1793, -0.3131], [0.4737, 0.0459, -0.1245], [-0.7152, 1.4331, -0.3706], [0.9276, 0.9655, 0.1884], [-0.9136, 0.8430, -0.0886], [0.4234, 0.0528, -0.2715], [0.2420, -0.5078, -0.1656], [0.5978, -0.5784, -0.5199], [-0.4027, -0.2599, 0.5261], [-0.4384, -0.2904, -0.4106], [-0.0668, 0.8887, -0.3250], [0.6022, 0.1113, -0.2810], [0.4463, -0.1137, -0.2089], [-0.4441, -0.2112, 0.1023]],
  "mulliken_charge": [0.392, -0.835, 0.295, 0.346, 0.372, 0.183, -0.959, 0.340, 0.386, 0.197, 1.308, 0.535, 0.454, 0.277, -0.031, -0.332, 0.469, -0.146, -0.133, 0.299, 0.993, 0.322, -0.101, 0.399, -0.017, 0.355, -1.447, 0.351, 0.490, -0.011, 0.475, 0.413, 0.891, 0.588, 0.379, 0.371, -1.241, 0.403, 0.615, 0.412, 0.355, 0.253, -0.517, 0.408, 0.401, 0.418, -1.482, 0.460, -1.207, 0.660, 0.406, -1.252, -1.145, 0.327, -0.312, 0.420, 0.274, 0.384, 0.372, 0.411, 0.718, 0.157, 0.244, 0.264, 0.253, -0.193, -1.255, -0.628, 0.584, -1.331, 0.445, 0.437, -1.311, 0.196, 0.350, -0.820, 0.147, 0.511, -0.356, 0.236, -0.447, -0.319, -0.577, 0.502, 0.489, 0.494, 0.469, 0.262, 0.080, 0.255, 0.356, -0.146, 1.134, -1.117, 0.427, 0.673, 0.434, 0.398, 0.609, 0.139, -0.646, 0.333, 0.647, -0.810, -0.290, 0.049, -1.713, -0.286, 0.326, -1.453, 0.453, -0.792, 0.248, -0.160, 0.385, 0.326, 0.776, 0.298, 0.406, 0.327, -0.538, -1.375, -0.868, 0.215, 0.713, 0.437, -0.792, 0.080, 0.507, 0.657, -0.304, 0.256, 0.087, 0.591, -0.244, 0.361, 0.424, 0.398, 0.522, -0.448, 0.360, -0.825, -0.149, -1.126, -0.146, 0.309, 0.260, -0.876, 0.709, 0.275, -0.632, 0.257, -0.476, 0.374, 0.352, 1.126, -0.478, -0.249, -1.252, -0.059, 0.382, -0.729, 0.549, -1.365, 0.365, 0.428, 0.109, -0.471, 0.285, 0.403, 0.451, -0.436, 0.380, 0.241, -0.815, -1.069, 0.431, -0.551, 0.855, 0.620, 0.595, 0.319, 0.111, -1.731, 0.386, 0.451, 0.481, 0.328, -1.161, 0.442, 0.560, 0.444, 0.435, -0.707, 0.606, -0.210, -1.314, 0.552, 0.333, -0.299, -0.888, -0.889, 0.329, 0.413, -0.450, 0.413, -0.474, -0.297, 0.369, -1.261, 0.265, -1.285, -0.334, 0.339, -0.333, 0.477, 0.453, -0.241, -0.313, 0.349, 0.362],
  "orbital_gap_ha": 0.21018,
  "total_charge": 5,
  "e_tot_ev": -103514.41210,
  "lumo_ev": -8.95,
  "max_force_ha_per_bohr": 0.06722
}